C21H29BrILiN3O2S | ωB97M-V/def2-TZVPD

The highest occupied orbital energy comes out at -10.50 eV. Its lowest unoccupied orbital energy is -5.164 eV. The gap between HOMO and LUMO is 0.1960 Ha.

Geometry as ORCA input:
```
! RIJCOSX wB97M-V def2-TZVPD def2/J DEFGRID3
* xyz 1 1
C -0.094 2.645 2.294
C -1.454 2.129 2.844
C -1.621 0.677 2.474
N -1.723 0.462 1.195
C -1.825 -0.833 0.797
C -1.955 -1.120 -0.593
C -1.983 0.047 -1.540
C -0.579 0.654 -1.814
C 0.014 0.168 -3.126
C 1.279 0.909 -3.622
C 1.408 2.354 -3.144
C 2.471 3.137 -3.919
O 3.464 2.257 -4.439
C 4.724 2.792 -4.456
C 5.086 3.545 -5.694
O 5.452 2.640 -3.541
C -2.047 -2.442 -0.989
Br -2.228 -2.850 -2.821
C -2.022 -3.506 -0.024
I -2.151 -5.485 -0.725
C -1.891 -3.235 1.331
C -1.867 -4.286 2.406
C -0.576 -4.318 3.255
C -0.867 -4.262 4.747
S 0.578 -3.844 5.765
C -1.803 -1.873 1.734
N -1.741 -1.602 3.065
C -1.649 -0.364 3.439
N -1.569 -0.147 4.853
H -0.200 3.115 1.325
H 0.625 1.846 2.181
H 0.372 3.355 2.981
H -1.496 2.268 3.923
H -2.246 2.694 2.361
H -2.581 0.821 -1.073
H -2.471 -0.195 -2.472
H -0.720 1.729 -1.816
H 0.075 0.427 -0.976
H 0.300 -0.869 -2.973
H -0.734 0.174 -3.911
H 1.236 0.941 -4.705
H 2.169 0.371 -3.324
H 1.648 2.384 -2.083
H 0.460 2.872 -3.257
H 1.976 3.674 -4.729
H 2.940 3.882 -3.282
H 6.063 3.219 -6.027
H 4.381 3.340 -6.488
H 5.106 4.602 -5.456
H -2.712 -4.091 3.063
H -2.027 -5.272 2.002
H 0.069 -3.481 3.018
H -0.008 -5.223 3.063
H -1.213 -5.222 5.116
H -1.640 -3.534 4.958
H 1.419 -3.368 4.840
H -2.293 0.484 5.177
H -0.677 0.278 5.084
Li -0.653 4.530 3.730
*
```


C21H29CdCl2O4 | ωB97M-V/def2-TZVPD

The calculation puts the energy above the lowest of the compared OMol25 structures with the same formula, charge and spin at 13.5 kcal/mol. The highest occupied orbital energy comes out at -2.64 eV. Its lowest unoccupied orbital energy is 2.168 eV. The gap between HOMO and LUMO is 0.1766 Ha.

Geometry as ORCA input:
```
! RIJCOSX wB97M-V def2-TZVPD def2/J DEFGRID3
* xyz -1 1
O 1.007 2.107 -1.494
C 1.374 3.506 -1.261
C 1.115 3.878 -2.713
H 2.423 3.574 -0.964
H 0.704 3.970 -0.526
C 0.814 2.386 -2.905
H 2.011 4.123 -3.274
H 0.280 4.571 -2.852
C 1.882 1.709 -3.747
H 2.881 1.999 -3.392
H 1.765 2.041 -4.787
H 1.802 0.616 -3.717
C -0.596 2.122 -3.361
H -1.295 2.750 -2.794
H -0.859 1.064 -3.247
H -0.659 2.389 -4.424
Cd 2.063 0.356 0.646
C -2.726 -0.201 0.531
C -1.903 0.102 1.655
C -1.152 1.274 1.347
H -1.831 -0.474 2.576
C -1.539 1.710 0.046
C -2.469 0.771 -0.483
H -2.874 0.777 -1.493
H -3.407 -1.047 0.446
H -0.433 1.768 1.997
H -1.192 2.608 -0.457
C 0.140 -2.179 0.058
C -0.548 -1.815 -1.109
C 0.327 -1.073 -1.941
H -1.590 -2.040 -1.348
C 1.612 -1.039 -1.329
C 1.513 -1.770 -0.079
H 2.346 -2.221 0.464
H -0.280 -2.684 0.928
H 0.063 -0.633 -2.900
H 2.536 -0.741 -1.834
O 3.782 4.955 -2.430
C 3.521 5.724 -3.647
C 4.460 6.934 -3.722
H 2.481 6.104 -3.586
H 3.609 5.063 -4.530
C 5.025 7.059 -2.289
H 3.879 7.816 -4.001
H 5.246 6.759 -4.464
C 4.556 5.780 -1.547
H 4.593 7.933 -1.787
H 6.116 7.133 -2.272
H 3.909 6.025 -0.687
H 5.410 5.185 -1.201
Cl 1.034 -1.044 3.600
C 2.721 -0.471 3.727
Cl 3.783 -1.311 2.552
C 2.866 1.060 3.457
O 3.486 1.662 4.326
O 2.308 1.532 2.377
H 3.072 -0.710 4.732
*
```


C21H29Cl2GeN5RbS | ωB97M-V/def2-TZVPD

The calculation puts the energy above the lowest of the compared OMol25 structures with the same formula, charge and spin at 0.0 kcal/mol. The highest occupied orbital energy (alpha / beta) comes out at -3.80 / -4.18 eV. Its lowest unoccupied orbital energy (alpha / beta) is 2.325 / 1.935 eV. The gap between HOMO and LUMO (alpha / beta) is 0.2252 / 0.2248 Ha.

Geometry as ORCA input:
```
! RIJCOSX wB97M-V def2-TZVPD def2/J DEFGRID3
* xyz -1 1
Rb 1.698 -0.842 -0.844
N 5.486 3.003 0.449
C 4.758 1.897 0.098
S 3.263 2.191 -0.710
N 5.373 0.775 0.461
N 4.736 -0.367 0.098
C 5.289 -1.423 0.565
C 4.787 -2.783 0.293
C 5.363 -3.857 0.974
C 4.883 -5.136 0.763
C 3.833 -5.323 -0.122
C 3.325 -4.204 -0.761
N 3.792 -2.970 -0.580
H 5.200 3.884 0.066
H 6.434 2.855 0.749
H 6.163 -1.330 1.211
H 6.170 -3.670 1.672
H 5.316 -5.977 1.291
H 3.406 -6.300 -0.306
H 2.490 -4.299 -1.449
C -1.821 6.201 -0.387
C -0.917 4.975 -0.361
C -1.213 4.059 0.821
C -0.331 2.806 0.873
Ge -0.735 1.458 -0.483
C -2.092 0.203 0.171
C -3.396 0.791 0.740
C -4.511 1.030 -0.275
C -4.315 2.258 -1.158
H -1.597 6.852 -1.234
H -1.710 6.792 0.526
H -2.873 5.910 -0.462
H 0.132 5.285 -0.311
H -1.023 4.422 -1.296
H -2.277 3.799 0.815
H -1.053 4.631 1.744
H -0.418 2.298 1.836
H 0.723 3.077 0.768
H -1.194 2.175 -1.764
H -1.575 -0.369 0.945
H -2.298 -0.526 -0.618
H -3.205 1.726 1.281
H -3.763 0.090 1.496
H -5.455 1.129 0.268
H -4.613 0.138 -0.902
H -4.249 3.166 -0.551
H -5.146 2.386 -1.856
H -3.397 2.192 -1.744
Cl -1.927 -3.027 2.744
C -2.141 -3.469 1.073
C -3.258 -4.189 0.721
C -3.485 -4.542 -0.609
C -2.573 -4.145 -1.585
C -1.462 -3.426 -1.220
Cl -0.354 -2.915 -2.486
C -1.122 -3.032 0.136
N -0.055 -2.356 0.444
H -3.964 -4.477 1.489
H -4.364 -5.110 -0.883
H -2.736 -4.394 -2.625
*
```


C21H29Cl2HgO4 | ωB97M-V/def2-TZVPD

The calculation puts the energy above the lowest of the compared OMol25 structures with the same formula, charge and spin at 47.3 kcal/mol. The highest occupied orbital energy (alpha / beta) comes out at -4.51 / -4.55 eV. Its lowest unoccupied orbital energy (alpha / beta) is 1.061 / 1.034 eV. The gap between HOMO and LUMO (alpha / beta) is 0.2049 / 0.2052 Ha.

Geometry as ORCA input:
```
! RIJCOSX wB97M-V def2-TZVPD def2/J DEFGRID3
* xyz -1 1
O 3.195 3.741 -3.142
C 4.268 3.337 -4.099
C 4.189 4.574 -4.972
H 4.024 2.418 -4.652
H 5.255 3.243 -3.610
C 3.209 5.031 -3.853
H 3.692 4.383 -5.940
H 5.120 5.134 -5.077
C 1.908 5.453 -4.518
H 1.489 4.593 -5.054
H 2.136 6.240 -5.253
H 1.204 5.840 -3.777
C 3.736 6.046 -2.828
H 4.646 5.657 -2.350
H 2.961 6.124 -2.047
H 3.923 7.035 -3.273
Hg 1.401 3.011 0.054
C 1.444 0.024 2.697
C 1.227 -0.745 1.515
C 1.921 -0.147 0.453
H 0.631 -1.663 1.475
C 2.553 1.072 0.943
C 2.217 1.132 2.373
H 2.529 1.956 3.031
H 1.119 -0.264 3.703
H 1.994 -0.542 -0.554
H 3.436 1.508 0.490
C -1.827 1.021 0.490
C -1.420 2.199 1.137
C -1.042 3.160 0.113
H -1.473 2.417 2.198
C -1.120 2.458 -1.158
C -1.597 1.167 -0.918
H -1.917 0.446 -1.667
H -2.302 0.158 0.944
H -1.031 4.234 0.220
H -0.940 2.907 -2.127
O 1.526 1.745 -5.170
C 1.438 1.583 -3.718
C 2.666 0.798 -3.245
H 0.556 1.007 -3.366
H 1.400 2.556 -3.208
C 3.077 -0.024 -4.481
H 2.349 0.266 -2.345
H 3.449 1.499 -2.921
C 2.265 0.592 -5.642
H 2.814 -1.063 -4.348
H 4.153 0.000 -4.652
H 1.527 -0.157 -5.973
H 2.855 0.917 -6.513
Cl 1.014 -3.295 -0.821
C -0.483 -2.824 -1.620
Cl -1.739 -2.370 -0.482
C -0.236 -1.607 -2.506
O -0.670 -1.841 -3.653
O 0.301 -0.601 -1.991
H -0.823 -3.650 -2.240
*
```


C21H29Cl3FN6OS | ωB97M-V/def2-TZVPD

The highest occupied orbital energy comes out at -11.12 eV. Its lowest unoccupied orbital energy is -3.864 eV. The gap between HOMO and LUMO is 0.2665 Ha.

Geometry as ORCA input:
```
! RIJCOSX wB97M-V def2-TZVPD def2/J DEFGRID3
* xyz 1 1
C 7.721 -0.113 -3.426
C 6.546 -1.222 -3.854
C 5.265 -0.920 -2.858
C 3.870 -0.546 -3.697
N 2.652 -0.807 -2.782
Cl 1.793 -2.261 -3.085
C 2.409 0.153 -1.846
N 3.231 1.428 -1.716
C 2.631 2.260 -0.605
N 1.486 1.351 -0.159
C 0.690 1.978 0.963
Cl 0.272 3.795 0.649
C 1.403 1.752 2.426
C 0.253 2.191 3.559
Cl 2.031 0.021 2.657
N 1.320 0.112 -0.820
C 0.246 -0.857 -0.426
C -1.153 -0.356 -1.150
C -2.508 -1.086 -0.587
C -2.701 -1.030 1.044
S -1.923 -2.468 1.961
C -1.718 -3.980 0.874
N -2.181 -5.405 1.157
N -1.877 -6.383 0.201
C -1.145 -5.605 -0.898
O -1.056 -4.185 -0.431
H 7.328 0.930 -3.815
H 7.714 -0.084 -2.240
H 8.772 -0.364 -3.875
H 7.005 -2.310 -3.705
H 6.271 -1.151 -5.007
H 5.027 -1.848 -2.150
H 5.514 -0.024 -2.114
H 3.890 0.551 -4.119
H 3.851 -1.256 -4.656
H 2.951 3.309 -0.177
H -0.375 1.443 1.026
H 2.345 2.484 2.449
H 0.629 3.157 4.110
H -0.743 2.505 2.984
H -0.040 1.307 4.270
H 0.490 -1.991 -0.581
H 0.056 -0.728 0.746
H -1.278 0.806 -0.907
H -1.071 -0.417 -2.333
H -3.427 -0.475 -1.044
H -2.580 -2.159 -1.054
H -2.119 -0.053 1.407
H -3.807 -0.892 1.406
H -0.681 -5.984 -1.907
F -4.252 1.085 1.177
C -5.172 1.598 2.005
C -4.969 2.858 2.557
C -5.929 3.394 3.415
C -7.078 2.660 3.719
C -7.271 1.395 3.163
C -6.316 0.863 2.297
H -4.066 3.410 2.316
H -5.783 4.382 3.846
H -7.825 3.077 4.391
H -8.164 0.823 3.404
H -6.454 -0.116 1.849
*
```


C21H29Cl3N4RuSb | ωB97M-V/def2-TZVPD

The calculation puts the energy above the lowest of the compared OMol25 structures with the same formula, charge and spin at 8.7 kcal/mol. The highest occupied orbital energy (alpha / beta) comes out at -13.60 / -14.36 eV. Its lowest unoccupied orbital energy (alpha / beta) is -5.423 / -7.670 eV. The gap between HOMO and LUMO (alpha / beta) is 0.3004 / 0.2458 Ha.

Geometry as ORCA input:
```
! RIJCOSX wB97M-V def2-TZVPD def2/J DEFGRID3
* xyz 2 6
Ru 0.386 -0.289 0.200
C -1.959 -2.364 1.450
N -1.827 -1.386 0.343
C -1.761 -2.065 -0.977
C -2.900 -0.413 0.365
C -4.212 -0.790 0.541
C -5.215 0.173 0.612
C -4.894 1.529 0.534
C -3.589 1.921 0.336
C -2.567 0.951 0.207
N -1.251 1.236 0.049
C -0.756 2.476 -0.321
C -1.377 3.314 -1.258
C -0.752 4.465 -1.690
C 0.498 4.796 -1.183
C 1.128 3.972 -0.256
C 0.517 2.810 0.178
N 1.151 1.906 1.096
C 0.424 1.574 2.348
C 2.574 2.151 1.367
H -2.628 -3.187 1.188
H -2.353 -1.862 2.330
H -0.986 -2.777 1.696
H -2.753 -2.369 -1.315
H -1.142 -2.957 -0.896
H -1.342 -1.397 -1.730
H -4.472 -1.839 0.636
H -6.244 -0.133 0.747
H -5.669 2.277 0.647
H -3.332 2.970 0.316
H -2.322 3.008 -1.688
H -1.229 5.096 -2.429
H 0.992 5.703 -1.508
H 2.090 4.272 0.137
H 0.994 1.923 3.209
H 0.299 0.495 2.489
H -0.555 2.037 2.375
H 2.710 3.025 2.009
H 3.118 2.301 0.438
H 2.991 1.283 1.875
Cl 3.935 2.277 -3.073
C 3.588 0.606 -2.721
Cl 4.544 0.035 -1.327
Cl 3.850 -0.423 -4.106
C 2.177 0.488 -2.294
N 1.110 0.370 -1.898
C 0.911 -4.488 0.998
Sb 1.763 -2.661 0.316
C 1.972 -3.238 -1.726
C 3.746 -3.018 0.986
H 1.588 -5.273 0.663
H -0.076 -4.659 0.575
H 0.853 -4.505 2.086
H 2.689 -4.057 -1.774
H 2.326 -2.413 -2.343
H 1.012 -3.582 -2.111
H 3.864 -4.100 1.017
H 3.908 -2.604 1.979
H 4.459 -2.591 0.283
*
```


C21H29ClI2N2O4PdSi | ωB97M-V/def2-TZVPD

The calculation puts the energy above the lowest of the compared OMol25 structures with the same formula, charge and spin at 26.3 kcal/mol. The highest occupied orbital energy comes out at -1.42 eV. Its lowest unoccupied orbital energy is 4.126 eV. The gap between HOMO and LUMO is 0.2037 Ha.

Geometry as ORCA input:
```
! RIJCOSX wB97M-V def2-TZVPD def2/J DEFGRID3
* xyz -2 1
Pd -1.029 -0.265 -0.794
I -2.214 -2.753 0.235
C -2.734 0.355 -1.588
I -2.967 2.422 -0.824
H -3.615 -0.166 -1.212
H -2.857 0.501 -2.655
O 3.562 0.097 3.253
C 2.674 0.024 4.210
O 2.980 -0.004 5.388
C 1.249 0.003 3.772
C 0.144 0.007 4.590
Cl 0.164 -0.040 6.295
N -0.972 0.041 3.812
N -0.615 0.052 2.498
C 0.704 0.020 2.462
C 1.497 -0.111 1.175
O 2.741 0.066 1.317
O 0.989 -0.434 0.084
C -2.356 0.021 4.183
C -2.796 0.064 5.505
C -4.155 0.031 5.784
C -5.089 -0.044 4.765
C -4.650 -0.092 3.452
C -3.299 -0.061 3.166
H 3.106 0.125 2.289
H -2.105 0.116 6.324
H -4.477 0.063 6.818
H -6.148 -0.070 4.994
H -5.364 -0.162 2.642
H -2.947 -0.130 2.159
C -1.210 -0.009 -4.399
Si 0.013 0.008 -2.893
C 1.090 -1.604 -3.274
C 1.373 -1.815 -4.764
C 2.429 -1.625 -2.528
C 0.261 -2.789 -2.765
C 1.018 1.665 -3.228
C 0.147 2.821 -2.733
C 2.334 1.705 -2.446
C 1.316 1.881 -4.714
H -0.695 -0.126 -5.355
H -1.782 0.923 -4.451
H -1.926 -0.829 -4.299
H 1.952 -0.990 -5.187
H 0.450 -1.915 -5.339
H 1.954 -2.736 -4.904
H 3.152 -0.941 -2.978
H 2.863 -2.634 -2.567
H 2.303 -1.351 -1.482
H -0.750 -2.792 -3.183
H 0.170 -2.745 -1.682
H 0.743 -3.740 -3.029
H -0.027 2.733 -1.660
H -0.827 2.832 -3.230
H 0.637 3.786 -2.925
H 2.188 1.402 -1.406
H 2.752 2.722 -2.452
H 3.079 1.042 -2.886
H 0.397 1.922 -5.302
H 1.940 1.080 -5.117
H 1.852 2.829 -4.860
*
```


C21H29IrN7O4PS3 | ωB97M-V/def2-TZVPD

The calculation puts the energy above the lowest of the compared OMol25 structures with the same formula, charge and spin at 7.7 kcal/mol. The highest occupied orbital energy (alpha / beta) comes out at -17.14 / -17.45 eV. Its lowest unoccupied orbital energy (alpha / beta) is -8.524 / -11.678 eV. The gap between HOMO and LUMO (alpha / beta) is 0.3168 / 0.2122 Ha.

Geometry as ORCA input:
```
! RIJCOSX wB97M-V def2-TZVPD def2/J DEFGRID3
* xyz 3 6
Ir 0.699 0.729 -1.417
S -1.102 0.587 -3.161
C -2.018 0.908 -1.799
N -1.328 1.181 -0.649
C -2.132 1.261 0.419
C -1.723 1.461 1.766
C -2.682 1.423 2.727
C -4.057 1.207 2.395
C -4.487 1.045 1.083
C -3.522 1.070 0.100
S -3.720 0.826 -1.602
H -0.682 1.633 2.001
H -2.419 1.558 3.767
H -4.782 1.167 3.196
H -5.531 0.885 0.859
C -3.684 -4.502 4.362
C -4.531 -4.089 3.166
S -3.998 -2.600 2.391
O -4.994 -2.168 1.447
O -3.502 -1.666 3.380
C -2.577 -2.978 1.352
C -1.256 -2.961 2.091
N -0.187 -2.189 1.374
C -0.073 -1.907 0.065
N 0.855 -0.941 -0.133
C 1.407 -0.663 1.102
C 0.778 -1.438 2.009
N 1.051 -1.448 3.438
O 0.643 -2.381 4.086
O 1.719 -0.520 3.827
C -0.812 -2.527 -1.069
H -4.111 -5.397 4.809
H -3.660 -3.712 5.108
H -2.660 -4.740 4.071
H -5.567 -3.868 3.440
H -4.562 -4.844 2.378
H -2.667 -2.106 0.700
H -2.766 -3.873 0.763
H -0.873 -3.942 2.359
H -1.407 -2.389 3.005
H 2.192 0.051 1.276
H -0.692 -3.611 -1.058
H -0.380 -2.154 -1.995
H -1.879 -2.310 -1.071
C 4.426 2.648 -4.606
N 4.897 1.705 -3.601
C 5.576 2.467 -2.565
N 4.629 3.479 -2.045
C 4.251 4.492 -3.029
N 3.549 3.669 -4.006
C 2.252 3.179 -3.602
P 2.497 1.886 -2.287
C 3.830 0.863 -3.080
C 3.581 2.974 -1.204
H 3.871 2.125 -5.384
H 5.280 3.152 -5.056
H 6.437 2.986 -2.982
H 5.890 1.828 -1.741
H 5.140 4.940 -3.468
H 3.608 5.250 -2.588
H 1.752 2.713 -4.453
H 1.619 3.984 -3.226
H 3.381 0.289 -3.894
H 4.220 0.148 -2.354
H 4.004 2.368 -0.400
H 2.986 3.786 -0.785
*
```